[1]
{
  "formula": "C4H7N2",
  "method": "wB97M-V/def2-TZVPD",
  "homo_lumo_gap_ev": 12.04,
  "total_charge": 1,
  "lumo_ha": -0.1496,
  "multiplicity": 1,
  "symbols": ["C", "C", "C", "C", "N", "N", "H", "H", "H", "H", "H", "H", "H"],
  "xyz": [[2.00057, -0.17113, 0.10133], [0.89994, 0.85477, -0.06518], [-1.21572, -0.27787, -0.74985], [-1.43472, -0.41763, 0.67926], [1.16402, -1.15278, 0.10450], [0.03002, -0.29556, -0.04046], [2.97859, -0.15772, 0.43117], [0.89283, 1.45885, 0.81335], [0.79043, 1.52650, -0.93605], [-1.48502, -1.08922, -1.26373], [-1.44583, 0.77972, -1.18536], [-1.79097, 0.47041, 1.13309], [-1.38413, -1.52834, 0.97791]]
}

=====

[2]
{
  "formula": "C4H7N2",
  "method": "wB97M-V/def2-TZVPD",
  "homo_lumo_gap_ev": [11.02, 8.53],
  "total_charge": 2,
  "s_squared": 0.76,
  "lumo_ha": [-0.3747, -0.5151],
  "multiplicity": 2,
  "symbols": ["C", "C", "C", "N", "C", "N", "H", "H", "H", "H", "H", "H", "H"],
  "xyz": [[1.31816, 1.43430, -0.06303], [0.47585, 0.23674, -0.19303], [0.41699, -1.07846, -0.59167], [-0.71056, -1.70510, -0.08255], [-1.61017, -0.73161, 0.37438], [-0.81311, 0.37242, 0.48890], [1.39125, 1.80367, 0.98957], [0.71870, 2.13562, -0.87698], [2.33413, 1.34905, -0.39542], [1.25692, -1.47286, -1.33545], [-1.08477, -2.72330, -0.24290], [-2.61737, -0.76790, 0.85574], [-1.07602, 1.14744, 1.07244]]
}

=====

[3]
{
  "formula": "C4H7N2O",
  "method": "wB97M-V/def2-TZVPD",
  "homo_lumo_gap_ev": [7.35, 7.35],
  "total_charge": 1,
  "lumo_ha": [-0.2246, -0.2246],
  "multiplicity": 1,
  "symbols": ["C", "C", "C", "C", "N", "N", "O", "H", "H", "H", "H", "H", "H", "H"],
  "xyz": [[0.55249, -0.49648, 0.83922], [0.69308, -0.93860, -0.37111], [0.48016, 0.53668, 3.10347], [-0.56247, -0.07064, -2.90404], [0.64944, 0.08078, 1.83698], [-0.67151, 0.14600, -1.59423], [-1.27531, 1.03771, -1.00067], [0.80531, -1.92644, -0.89966], [-0.10834, 1.50526, 3.00969], [1.43873, 0.72572, 3.73368], [-0.15875, -0.18083, 3.62542], [-1.17021, -0.95738, -2.93025], [0.54819, -0.15380, -3.07734], [-1.22082, 0.69201, -3.37116]]
}

=====

[4]
{
  "formula": "C4H7N2O",
  "method": "wB97M-V/def2-TZVPD",
  "homo_lumo_gap_ev": 8.32,
  "total_charge": 1,
  "lumo_ha": -0.2014,
  "multiplicity": 1,
  "smiles": "C=C/N=C\\OC=[NH2+]",
  "symbols": ["C", "C", "N", "C", "O", "C", "N", "H", "H", "H", "H", "H", "H", "H"],
  "xyz": [[-1.27827, -0.57572, 0.55036], [-0.51193, -1.47727, 0.00409], [0.17824, -1.33444, -1.21906], [0.62816, -0.28668, -1.77424], [0.60914, 1.00752, -1.19709], [0.97971, 1.03754, 0.07313], [0.20721, 1.28055, 1.10656], [-1.61552, 0.35524, -0.01548], [-1.84422, -0.73154, 1.42250], [-0.32302, -2.50929, 0.31126], [1.02515, -0.36892, -2.67708], [1.91854, 0.54389, 0.35533], [-0.62894, 1.90543, 0.99706], [0.65576, 1.15369, 2.06267]]
}

=====

[5]
{
  "formula": "C4H7N2O",
  "method": "wB97M-V/def2-TZVPD",
  "homo_lumo_gap_ev": 9.29,
  "total_charge": 1,
  "lumo_ha": -0.2020,
  "multiplicity": 1,
  "symbols": ["C", "C", "C", "C", "N", "N", "O", "H", "H", "H", "H", "H", "H", "H"],
  "xyz": [[0.09047, 0.20826, -1.65328], [-1.19555, -0.63931, 1.31630], [1.14325, 0.00072, 0.48060], [-0.32995, 0.39056, 0.83267], [1.24684, -0.00694, -0.94492], [-0.97218, 0.56591, -1.05717], [-2.36746, -0.62296, 1.46872], [-0.03585, 0.00888, -2.75824], [-0.40631, -1.31532, 1.80956], [1.84912, 0.65025, 0.99018], [1.37022, -1.01671, 0.84089], [-0.54370, 1.43489, 1.24392], [2.14716, -0.21821, -1.30059], [-1.99605, 0.55998, -1.26861]]
}

=====

[6]
{
  "formula": "C4H7N2O2",
  "method": "wB97M-V/def2-TZVPD",
  "homo_lumo_gap_ev": 10.99,
  "total_charge": 1,
  "lumo_ha": -0.1294,
  "multiplicity": 1,
  "smiles": "CC1=[NH+][C@]2(CO2)ON1",
  "symbols": ["C", "C", "N", "C", "C", "O", "O", "N", "H", "H", "H", "H", "H", "H", "H"],
  "xyz": [[2.37823, -0.11645, 0.31846], [0.96066, 0.19423, 0.10861], [-0.02034, -0.70141, -0.01326], [-1.29825, -0.06292, -0.03525], [-2.57455, -0.50150, -0.56554], [-2.26964, -0.37920, 0.82924], [-0.89511, 1.41936, -0.14624], [0.46988, 1.40250, 0.00894], [2.58630, -0.16212, 1.39008], [3.01749, 0.65038, -0.11082], [2.62524, -1.08485, -0.10833], [0.07296, -1.70495, 0.05828], [-3.25085, 0.25304, -0.94830], [-2.69849, -1.51661, -0.91858], [0.89649, 2.31050, 0.13270]]
}

=====

[7]
{
  "formula": "C4H7N2O2",
  "method": "wB97M-V/def2-TZVPD",
  "homo_lumo_gap_ev": 9.42,
  "total_charge": 1,
  "lumo_ha": -0.1864,
  "multiplicity": 1,
  "smiles": "Cc1[nH]c(=O)o[n+]1C",
  "symbols": ["C", "C", "N", "C", "O", "O", "N", "C", "H", "H", "H", "H", "H", "H", "H"],
  "xyz": [[1.38208, 1.23854, 0.08701], [0.02513, 0.75885, -0.00118], [-1.19652, 1.26736, -0.01236], [-2.27807, 0.16771, 0.13454], [-3.43202, 0.36171, 0.15084], [-1.53408, -0.92450, 0.36468], [-0.21305, -0.79110, 0.32597], [0.63935, -1.86772, -0.11368], [1.70010, 2.05323, 0.70898], [1.66626, 1.54579, -0.98604], [2.03647, 0.36039, 0.22722], [-1.34598, 2.20697, -0.15418], [1.11179, -2.30124, 0.74978], [1.31495, -1.34920, -0.86338], [0.12358, -2.72678, -0.61820]]
}

=====

[8]
{
  "formula": "C4H7N2O2S",
  "method": "wB97M-V/def2-TZVPD",
  "homo_lumo_gap_ev": 7.56,
  "total_charge": 1,
  "lumo_ha": -0.2269,
  "multiplicity": 1,
  "smiles": "Cc1c(C)[n+](=O)sn1O",
  "symbols": ["C", "C", "C", "C", "N", "O", "S", "N", "O", "H", "H", "H", "H", "H", "H", "H"],
  "xyz": [[-1.31309, -1.17045, 0.37344], [0.02302, -0.51300, 0.07988], [0.23985, 0.87121, -0.07765], [-0.75596, 1.90437, -0.18974], [1.48950, 1.28308, -0.19319], [1.88155, 2.37783, -0.13209], [2.63070, -0.54076, -0.13684], [1.13218, -1.29172, -0.04631], [0.98760, -2.63522, -0.08756], [-1.16263, -1.99445, 1.14490], [-1.75215, -1.31488, -0.59617], [-1.97999, -0.47869, 0.74231], [-0.89179, 2.40675, 0.77975], [-1.80091, 1.59767, -0.51903], [-0.45656, 2.69162, -0.81516], [1.72870, -3.19336, -0.32652]]
}

=====

[9]
{
  "formula": "C4H7N2O3",
  "method": "wB97M-V/def2-TZVPD",
  "homo_lumo_gap_ev": [9.04, 8.93],
  "s_squared": 0.76,
  "lumo_ha": [-0.0043, -0.0416],
  "multiplicity": 2,
  "symbols": ["C", "C", "C", "O", "H", "H", "H", "N", "H", "H", "C", "H", "H", "N", "O", "O"],
  "xyz": [[0.47365, 0.23089, -0.90470], [1.32828, -0.64277, -0.08675], [0.87950, -1.89184, 0.53634], [1.62989, -2.87513, 0.58707], [1.00233, 0.56209, -1.80424], [-0.41980, -0.31442, -1.24746], [2.36954, -0.37918, 0.09991], [-0.37703, -1.92777, 1.03857], [-0.67868, -2.75978, 1.52642], [-1.02927, -1.15457, 0.97536], [-0.05909, 1.58372, -0.13453], [0.09031, 1.48840, 0.94809], [0.45447, 2.47277, -0.50311], [-1.51367, 1.80713, -0.30782], [-2.26017, 1.35304, 0.54192], [-1.89025, 2.44743, -1.26507]]
}

=====

[10]
{
  "formula": "C4H7N2OP",
  "method": "wB97M-V/def2-TZVPD",
  "homo_lumo_gap_ev": 10.02,
  "lumo_ha": 0.0174,
  "multiplicity": 1,
  "smiles": "N[P@@]1(=O)C=CCC=N1",
  "symbols": ["N", "P", "O", "C", "C", "C", "C", "N", "H", "H", "H", "H", "H", "H", "H"],
  "xyz": [[-2.41791, 0.34258, 0.91772], [-1.20754, -0.08604, -0.10609], [-1.66498, -0.61006, -1.41155], [0.05510, 1.24744, -0.13309], [1.27683, 0.90586, -0.51495], [1.50385, -0.54655, -0.67267], [0.85980, -1.45262, 0.41167], [-0.31198, -1.20663, 0.83461], [-2.08202, 0.33307, 1.96877], [-2.70631, 1.29961, 0.66579], [-0.31804, 2.13410, 0.11857], [2.14773, 1.53122, -0.61210], [1.00199, -0.73233, -1.59873], [2.55531, -0.84434, -0.74042], [1.30818, -2.31529, 0.87246]]
}